i) 11
Properties=species:S:1:pos:R:3:lowdin_charge:R:1 method="wB97M-V/def2-TZVPD" homo_energy_ev=-8.648 mol_weight_g_mol=152.27 lumo_energy_ha=0.0144 smiles="C=NSC(=S)NS"
S 1.37 0.32 -0.40 0.9011
S -2.19 -2.11 -0.47 0.7564
S 0.84 -2.13 -1.88 0.5730
N -0.93 -0.96 -0.24 -0.4819
N 0.36 1.20 0.67 -0.3715
C 0.26 -1.00 -0.82 -1.2495
C 0.82 2.25 1.19 -0.1412
H -1.41 -2.85 -1.31 -0.1845
H -1.11 -0.19 0.39 0.0541
H 0.17 2.82 1.87 0.0779
H 1.82 2.66 1.01 0.0662

***

ii) 11
Properties=species:S:1:pos:R:3:lowdin_charge:R:1 method="wB97M-V/def2-TZVPD" homo_energy_ev=-8.965 mol_weight_g_mol=152.27 lumo_energy_ha=-0.0185 smiles="S=CNS/C=N/S"
S 2.67 0.98 -2.11 0.6119
S -1.30 0.07 -0.54 0.8968
S -0.06 -2.54 1.36 0.6004
N 0.73 1.01 -2.04 -0.3165
N -1.15 -0.12 1.24 -0.4207
C -1.02 -1.30 1.81 -0.9196
C 0.36 0.58 -0.91 -0.6979
H 2.71 1.87 -3.19 -0.1512
H 1.13 0.52 -0.03 0.0892
H -2.18 0.31 1.59 0.1518
H -1.89 -1.39 2.82 0.1557

***

i) ends up most stable, edging out the next structure by 53.2 kcal/mol.

***

i) 11
Properties=species:S:1:pos:R:3:lowdin_charge:R:1 method="wB97M-V/def2-TZVPD" homo_energy_ev=-8.581 mol_weight_g_mol=152.27 lumo_energy_ha=-0.0142
S 2.15 3.04 0.27 0.5951
S 1.24 0.73 -1.32 0.8669
S -2.72 -0.66 0.85 0.6299
N 0.66 -0.91 -0.90 -0.2882
N -1.32 -0.11 0.09 -0.4248
C 1.58 1.52 0.21 -1.0633
C -0.63 -1.06 -0.36 -0.4674
H 1.13 -1.69 -1.30 0.0616
H 1.55 0.79 1.00 0.0100
H -2.79 0.46 1.95 -0.0289
H -0.85 -2.11 -0.47 0.1090

***

ii) 11
Properties=species:S:1:pos:R:3:lowdin_charge:R:1 method="wB97M-V/def2-TZVPD" homo_energy_ev=-7.522 mol_weight_g_mol=152.27 lumo_energy_ha=0.0181 smiles="NSC1=NSSC1"
S 3.47 -0.84 0.14 0.4762
S -0.85 -0.07 -0.03 0.8885
S 3.20 1.26 0.10 0.5208
N 1.57 1.23 0.08 -0.4698
N -1.18 1.51 0.39 -0.3552
C 0.89 0.04 -0.02 -0.7232
C 1.66 -1.25 0.04 -0.5199
H 1.56 -1.83 -0.78 0.0114
H 1.57 -1.87 1.01 0.1005
H -1.98 1.64 1.03 0.0615
H -0.79 2.16 -0.23 0.0092

***

ii) ends up most stable, edging out the next structure by 16.1 kcal/mol.

***

i) 62
Properties=species:S:1:pos:R:3:lowdin_charge:R:1 method="wB97M-V/def2-TZVPD" homo_energy_ev=-8.873 mol_weight_g_mol=347.40 lumo_energy_ha=0.0026
O -2.83 -2.58 -2.66 -0.0552
O 2.69 2.43 2.55 -0.0511
O 1.28 -1.44 4.37 -0.0483
O -0.71 -1.68 -4.67 -0.0538
O 0.86 3.24 -2.68 -0.0402
O -0.06 1.35 4.17 -0.0609
O -1.19 -4.34 -0.20 -0.0608
O 0.70 4.97 -0.32 -0.0568
O 1.38 -4.27 -1.29 -0.0328
O 2.23 1.61 -0.49 -0.0555
O -4.18 -1.49 -0.18 -0.0470
O -1.80 3.99 -0.06 -0.0642
O -0.31 1.09 -4.75 -0.0508
N -1.94 1.84 1.52 0.0504
C 2.24 -1.17 1.25 -0.1460
C -0.90 -0.33 1.75 -0.1755
C 1.13 -1.25 0.53 -0.1341
C 3.57 -1.10 0.59 -0.1294
C -1.05 0.88 0.86 -0.4430
C -0.24 -1.58 1.16 -0.1692
C -1.46 0.51 -0.57 -0.0328
H -3.29 -1.15 -0.02 -0.0130
H 4.27 -1.90 0.89 0.0769
H 2.30 -1.42 2.30 0.0945
H -2.07 -0.38 -0.55 0.0318
H -0.60 0.07 -1.07 0.0668
H -1.92 2.74 1.05 0.0033
H -0.85 1.89 4.22 0.0438
H 2.07 0.65 -0.45 -0.0019
H 2.03 -0.93 4.68 0.0359
H 1.60 -3.34 -1.24 0.0308
H 1.34 1.97 -0.49 -0.0009
H 2.98 2.03 3.37 0.0328
H -0.08 1.37 0.76 0.1130
H 0.19 0.30 -4.93 0.0113
H -1.66 -1.57 -4.69 0.0343
H 3.71 -1.24 -0.49 0.0802
H 3.42 2.29 1.94 0.0293
H -1.20 0.71 -4.69 0.0255
H -0.27 -4.51 -0.47 -0.0088
H -1.72 4.24 -0.98 0.0585
H -0.82 -2.03 0.38 0.0689
H 0.49 -0.99 4.65 0.0219
H 4.21 -0.24 0.77 0.0693
H 1.77 3.28 -2.93 0.0480
H 0.08 -2.30 1.90 0.1100
H -4.63 -1.55 0.66 0.0476
H 0.57 2.37 -2.99 0.0239
H -0.64 -2.04 -3.78 0.0258
H -1.52 -5.21 0.04 0.0430
H 0.58 1.83 3.64 0.0213
H -3.41 -1.85 -2.45 0.0255
H -2.88 1.47 1.45 0.0768
H 1.49 4.72 0.17 0.0543
H -0.23 -0.05 2.57 0.0697
H 1.03 -4.39 -2.18 0.0581
H -1.91 1.37 -1.06 0.0865
H -2.90 -3.19 -1.91 0.0239
H 0.67 4.25 -0.97 -0.0058
H -1.83 -0.57 2.28 0.1216
H -0.89 3.98 0.29 0.0253
H 1.12 -1.35 -0.55 0.0971

***

ii) 62
Properties=species:S:1:pos:R:3:lowdin_charge:R:1 method="wB97M-V/def2-TZVPD" homo_energy_ev=-9.376 mol_weight_g_mol=347.40 lumo_energy_ha=0.0013
O -3.70 -2.46 -2.35 -0.0645
O 1.84 -1.45 -3.66 -0.0455
O -1.74 -3.37 2.69 -0.0570
O 2.01 -3.79 2.30 -0.0653
O 0.64 -3.15 4.42 -0.0616
O 2.13 4.58 0.16 -0.0643
O -0.80 1.77 -4.15 -0.0580
O -3.03 2.33 -2.65 -0.0229
O 1.12 2.19 3.81 -0.0430
O 3.61 2.15 1.50 -0.0717
O -1.05 0.34 2.43 -0.0538
O -3.24 -3.89 -0.11 -0.0778
O -1.17 -1.77 -4.04 -0.0544
N 2.88 -0.81 0.44 0.0550
C 1.78 1.01 -0.63 -0.1843
C 0.56 1.66 -1.29 -0.1843
C 0.66 -1.23 -0.56 -0.0431
C 1.58 -0.28 0.11 -0.5085
C -0.65 2.87 0.52 -0.1643
C -1.88 3.11 1.26 -0.1570
C -0.58 1.83 -0.30 -0.1670
H -0.75 -1.00 -4.43 0.0198
H -1.90 3.14 2.38 0.0819
H 0.72 -1.09 -1.64 0.0293
H 2.98 4.10 0.07 0.0474
H -2.80 1.94 -1.81 0.0210
H 1.41 3.10 3.78 0.0279
H 3.23 -1.18 -0.45 0.0859
H 0.83 -2.24 -0.19 0.0945
H 3.00 1.92 2.20 0.0204
H -3.10 -3.06 -2.85 0.0587
H -3.51 1.63 -3.09 0.0546
H -0.46 -2.36 -3.78 0.0321
H 0.03 3.76 0.51 0.1171
H -1.58 2.16 -3.75 -0.0158
H 1.09 -0.06 1.07 0.1143
H -2.03 -3.17 1.81 0.0019
H -3.90 -3.23 -0.44 0.0455
H -0.72 2.21 -4.99 0.0396
H 2.67 0.98 -1.31 0.1311
H -3.16 -1.67 -2.43 0.0204
H -0.42 -0.81 -0.48 0.1014
H -2.48 -3.04 3.26 0.0831
H 2.84 -1.57 1.12 0.0664
H 1.78 -3.08 2.89 -0.0110
H 4.30 1.46 1.46 0.0553
H -1.24 0.76 1.58 -0.0121
H 1.30 -4.42 2.34 0.0291
H 0.67 2.75 -1.56 0.1291
H 2.72 -1.11 -3.87 0.0550
H 0.52 -2.27 4.81 0.0595
H -2.39 4.13 1.09 0.0995
H -2.79 -4.09 -0.93 0.0126
H 0.13 1.03 -2.14 0.0975
H -0.40 -0.32 2.18 0.0089
H -2.85 2.59 1.13 0.0758
H -1.43 1.15 -0.56 0.1097
H -0.01 -3.09 3.71 -0.0078
H 1.56 -1.05 -2.85 -0.0308
H 2.06 4.92 1.05 0.0273
H 2.10 1.80 0.13 0.0925
H 0.20 2.26 4.06 0.0249

***

i) ends up most stable, edging out the next structure by 22.7 kcal/mol.

***

i) 17
Properties=species:S:1:pos:R:3:lowdin_charge:R:1 method="wB97M-V/def2-TZVPD" homo_energy_ev=-8.228 mol_weight_g_mol=122.19 lumo_energy_ha=0.0297 smiles="C/C=N/C.NSO"
S -2.06 -0.81 0.50 0.7743
O -1.40 -0.99 -0.93 -0.4713
N -2.45 0.88 0.50 -0.3213
N 1.16 -0.65 -0.26 -0.1087
C 0.59 1.51 -1.04 -0.0471
C 1.53 -1.65 0.63 -0.1647
C 1.03 0.54 0.07 -0.2204
H 0.87 -2.53 0.37 0.0956
H 1.34 -1.40 1.67 0.0752
H 2.56 -2.09 0.51 0.0988
H -3.35 1.11 0.07 0.0309
H 0.97 1.00 -1.90 0.0708
H -2.24 1.28 1.42 0.0243
H -0.47 -1.09 -0.83 -0.0648
H -0.45 1.45 -1.03 0.0189
H 1.30 0.98 1.06 0.1312
H 1.09 2.46 -0.82 0.0784

***

ii) 17
Properties=species:S:1:pos:R:3:lowdin_charge:R:1 method="wB97M-V/def2-TZVPD" homo_energy_ev=-8.567 mol_weight_g_mol=122.19 lumo_energy_ha=0.0283
S -0.53 -1.29 -0.68 0.9079
O -1.29 -1.77 0.47 -0.5141
N 0.40 -0.05 0.02 -0.4165
N -0.26 -0.01 2.42 -0.0123
C 1.38 0.60 -0.82 -0.1710
C -1.62 -0.13 -1.66 -0.2121
C 0.82 -0.17 1.45 -0.2942
H -0.47 1.03 2.41 0.0837
H 1.46 0.73 1.49 0.1094
H -1.91 0.87 -1.31 0.0671
H 1.07 1.48 -1.43 0.0817
H -1.11 -0.57 2.06 0.0757
H 2.28 1.04 -0.22 0.1062
H -0.96 -0.01 -2.50 0.0208
H 1.35 -1.02 1.64 0.0778
H -2.52 -0.64 -1.82 0.0176
H 1.91 -0.08 -1.51 0.0726

***

i) ends up most stable, edging out the next structure by 8.4 kcal/mol.

***

i) 19
Properties=species:S:1:pos:R:3:lowdin_charge:R:1 method="wB97M-V/def2-TZVPD" homo_energy_ev=-8.140 mol_weight_g_mol=129.23 lumo_energy_ha=0.0326
S 2.71 -0.37 -0.59 0.8904
N 2.39 -1.67 0.27 -0.3827
C -0.15 -1.46 0.99 -0.2892
C 0.44 3.03 0.06 -0.0734
C -1.02 -1.93 -0.10 -0.1484
C 1.52 1.92 -0.01 -0.2052
C 1.33 0.72 -0.61 -0.4432
C 1.33 -2.01 0.87 -0.2323
H 1.31 -2.93 1.55 0.1132
H -0.60 -1.88 1.93 0.1131
H 0.23 2.97 1.17 0.0938
H -0.14 -0.36 1.21 0.1019
H -0.89 -3.04 -0.12 0.0913
H -0.44 2.80 -0.46 0.0459
H 2.55 2.01 0.36 0.0808
H 0.81 3.97 -0.31 0.0603
H 0.47 0.20 -0.89 0.0251
H -0.75 -1.63 -1.12 0.0709
H -2.08 -1.67 0.09 0.0876

***

ii) 19
Properties=species:S:1:pos:R:3:lowdin_charge:R:1 method="wB97M-V/def2-TZVPD" homo_energy_ev=-9.147 mol_weight_g_mol=129.23 lumo_energy_ha=0.0277 smiles=C[C@@H]1C(S)[C@H]1C.C#N
S -0.01 -2.88 1.41 0.6336
N 3.34 2.64 -1.04 0.0634
C -0.16 0.70 1.79 -0.0683
C 2.20 2.69 -1.03 -0.0946
C 0.28 -0.59 -0.46 -0.3555
C -0.75 -1.38 0.26 -0.4224
C 0.22 -0.43 -1.96 -0.0612
C -0.66 0.08 0.51 -0.3191
H 0.26 1.68 1.60 0.0660
H 0.73 -1.27 -2.43 0.0814
H 0.61 0.08 2.25 0.0723
H -1.49 0.63 0.08 0.1384
H -0.98 0.82 2.50 0.0780
H 1.14 2.71 -1.02 0.0445
H 0.70 0.49 -2.29 0.0509
H -1.59 -1.81 -0.26 0.0827
H 1.29 -0.71 -0.09 0.1313
H -0.62 -2.49 2.52 -0.2018
H -0.82 -0.43 -2.30 0.0803

***

ii) ends up most stable, edging out the next structure by 10.6 kcal/mol.

***

i) 11
Properties=species:S:1:pos:R:3:lowdin_charge:R:1 method="wB97M-V/def2-TZVPD" homo_energy_ev=-8.697 mol_weight_g_mol=92.10 lumo_energy_ha=-0.0220
N 0.76 0.44 0.95 0.0036
N 0.90 -0.75 1.42 0.0858
C 0.45 0.40 -0.49 -0.3676
C -2.11 1.02 -0.87 0.1322
C 0.78 -1.62 0.39 -0.1991
C 0.55 -1.05 -0.87 0.0363
C -0.94 0.80 -0.71 -0.1108
H -3.16 1.18 -1.02 0.0328
H 1.16 1.03 -1.04 0.1523
H 0.75 1.22 1.59 0.1567
H 0.87 -2.68 0.63 0.0780

***

ii) 11
Properties=species:S:1:pos:R:3:lowdin_charge:R:1 method="wB97M-V/def2-TZVPD" homo_energy_ev=-9.103 mol_weight_g_mol=92.10 lumo_energy_ha=0.0346 smiles=C#Cc1cc[nH]n1
N 1.28 -0.45 1.24 -0.0369
N 0.43 -1.18 0.51 0.0835
C -1.28 -0.65 -1.13 -0.0787
C -2.11 -0.91 -1.97 0.1142
C 0.14 1.05 0.13 -0.0336
C -0.28 -0.27 -0.18 -0.3426
C 1.15 0.89 1.05 -0.1052
H 1.76 1.60 1.58 0.1134
H -0.23 1.97 -0.30 0.1045
H -2.84 -1.15 -2.71 0.0268
H 1.99 -0.90 1.79 0.1546

***

iii) 11
Properties=species:S:1:pos:R:3:lowdin_charge:R:1 method="wB97M-V/def2-TZVPD" homo_energy_ev=-9.636 mol_weight_g_mol=92.10 lumo_energy_ha=-0.0181
N -0.54 1.06 0.39 0.0166
N -1.77 0.65 0.10 0.0351
C -1.64 -0.64 -0.17 -0.1560
C 3.04 0.52 0.21 0.1800
C 1.78 0.29 0.12 -0.2407
C 0.37 0.06 0.35 -0.3251
C -0.32 -1.08 -0.04 -0.0358
H -0.35 2.03 0.60 0.1654
H -2.51 -1.22 -0.46 0.1008
H 0.13 -2.03 -0.27 0.1127
H 1.57 0.14 -0.98 0.1469

***

iv) 11
Properties=species:S:1:pos:R:3:lowdin_charge:R:1 method="wB97M-V/def2-TZVPD" homo_energy_ev="-8.546 / -9.054" mol_weight_g_mol=92.10 lumo_energy_ha="-0.0082 / -0.0624"
N -1.40 1.45 -1.08 0.2110
N -2.12 -0.76 -0.04 0.1060
C 0.07 0.21 0.07 -0.2246
C 2.60 -0.45 -0.09 0.1534
C 1.43 -0.16 -0.02 -0.1018
C -0.94 -0.73 0.47 -0.2328
C -0.32 1.52 -0.48 -0.2465
H 3.63 -0.71 -0.14 0.0362
H 0.40 2.36 -0.50 0.1203
H -2.74 -1.34 0.53 0.0582
H -0.62 -1.38 1.29 0.1207

***

ii) ends up most stable, edging out the next structure by 67.2 kcal/mol.